Formula: C18H29N3OS2
Source: the Open Molecules 2025 dataset
Level of theory: wB97M-V/def2-TZVPD

Properties
Charge: 0
Molecular weight in Da: 367.6
Kohn-Sham gap in eV: 8.31
Structure (SMILES): COCCCNC(=S)N[C@@H]1C[C@H]2CCC[C@@H](C1)N2Cc1cccs1
ΔE to the lowest compared entry with this formula, charge and spin in kcal per mole: 3.9

Geometry (Å):
1 S -1.263 1.593 -4.453
2 S 1.785 1.366 3.424
3 O -1.412 -0.830 3.816
4 N -0.774 1.757 2.871
5 N -0.021 0.123 -1.321
6 N 0.400 0.499 1.362
7 C 2.332 -0.841 -2.805
8 C 1.331 -1.334 0.065
9 C -1.588 0.620 -5.833
10 C 1.165 -1.755 -2.446
11 C -1.469 0.232 -3.395
12 C 1.589 0.046 0.674
13 C 0.407 1.189 2.517
14 C -1.837 1.186 5.031
15 C -1.155 -0.179 5.046
16 C -0.658 -2.001 3.654
17 C -1.313 0.388 -1.909
18 C 1.082 1.016 -1.629
19 C -1.044 2.211 4.214
20 C -1.850 -0.667 -5.497
21 C 2.017 1.057 -0.398
22 C 1.847 0.602 -2.898
23 C -1.788 -0.886 -4.102
24 C 0.431 -1.249 -1.193
25 H 0.416 -1.782 3.656
26 H 0.463 -1.779 -3.282
27 H -1.544 -0.793 5.873
28 H -0.073 -0.058 5.188
29 H 2.287 -1.789 -0.188
30 H 3.117 -0.924 -2.052
31 H -1.985 -1.840 -3.643
32 H 2.373 -0.023 1.436
33 H -0.458 -1.873 -1.042
34 H -0.871 -2.726 4.450
35 H -1.578 1.419 -1.645
36 H 1.188 0.700 -3.762
37 H -2.030 -0.285 -1.422
38 H 2.010 2.051 0.052
39 H 1.516 -2.774 -2.271
40 H -0.077 2.401 4.686
41 H 3.042 0.842 -0.693
42 H -1.587 1.423 2.372
43 H -1.602 3.152 4.159
44 H -0.943 -2.426 2.693
45 H 0.860 -1.960 0.823
46 H -2.836 1.063 4.607
47 H -1.935 1.553 6.053
48 H -2.083 -1.435 -6.212
49 H -1.565 1.067 -6.807
50 H 2.763 -1.149 -3.760
51 H 0.657 2.012 -1.798
52 H -0.427 0.511 0.780
53 H 2.689 1.280 -3.045

Atomic forces in eV per Å
S -0.226 -0.622 0.051
S 0.751 0.096 0.483
O -0.203 0.174 -0.030
N -0.107 -0.090 -0.416
N -0.250 0.053 0.017
N -0.528 0.160 0.260
C -0.159 0.027 -0.084
C -0.039 0.103 0.038
C 0.121 0.338 0.148
C -0.035 0.018 0.076
C -0.114 0.322 -0.251
C 0.402 -0.167 -0.098
C -0.114 0.017 -0.235
C 0.403 -0.208 -0.290
C -0.102 0.063 0.289
C 0.097 -0.088 0.023
C 0.040 0.001 0.017
C 0.231 0.293 -0.179
C -0.241 0.175 0.401
C 0.027 0.027 -0.190
C -0.084 -0.016 0.146
C -0.041 -0.010 0.055
C -0.014 0.210 0.196
C 0.002 -0.455 -0.091
H -0.007 -0.009 -0.023
H 0.051 -0.064 0.003
H 0.035 0.029 -0.078
H -0.074 -0.025 -0.014
H 0.078 -0.063 0.006
H 0.107 -0.035 0.003
H -0.023 -0.158 0.146
H -0.206 -0.015 -0.206
H 0.043 0.067 0.005
H -0.003 -0.023 -0.023
H -0.082 -0.107 0.054
H 0.065 0.020 -0.025
H -0.001 0.124 -0.043
H 0.081 -0.008 0.021
H -0.019 -0.071 0.001
H -0.209 0.064 -0.085
H 0.114 0.022 -0.014
H 0.114 -0.029 0.011
H 0.093 -0.029 0.045
H 0.058 -0.080 0.010
H 0.058 -0.042 0.017
H -0.110 -0.007 0.098
H -0.075 0.029 0.042
H -0.044 -0.097 -0.157
H -0.020 0.027 -0.243
H 0.073 -0.005 0.071
H 0.010 -0.059 0.043
H 0.055 0.051 0.027
H 0.023 0.069 -0.027

Formula: C12H15AuN3O6S
Source: the Open Molecules 2025 dataset
Level of theory: wB97M-V/def2-TZVPD

Properties
Charge: -1
Molecular weight in Da: 526.3
Kohn-Sham gap in eV: 7.10
ΔE to the lowest compared entry with this formula, charge and spin in kcal per mole: 13.1

Geometry (Å):
1 Au -1.990 0.988 -1.035
2 S -1.200 -0.827 -3.065
3 O -1.417 3.410 -0.470
4 O -1.593 0.616 -3.100
5 O -1.909 -1.593 -2.055
6 O -4.517 -0.372 0.704
7 O -1.199 -1.405 -4.391
8 O 0.500 3.083 0.644
9 N -2.409 0.523 0.983
10 N -1.988 -0.160 3.065
11 N -0.348 1.101 1.941
12 C 3.206 -0.880 -1.809
13 C -1.321 -0.383 4.313
14 C 2.811 -0.270 -2.995
15 C -3.204 -0.834 2.710
16 C 4.663 -0.945 -1.444
17 C 1.478 -0.234 -3.361
18 C 0.526 -0.806 -2.541
19 C -0.322 3.741 -0.038
20 C -3.497 -0.217 1.323
21 C 2.231 -1.430 -0.986
22 C 0.893 -1.393 -1.348
23 C -1.523 0.530 1.983
24 H -0.720 0.485 4.585
25 H 5.084 0.057 -1.377
26 H -3.054 -1.916 2.599
27 H 4.809 -1.446 -0.490
28 H -0.667 -1.262 4.285
29 H -2.076 -0.526 5.088
30 H 3.561 0.173 -3.638
31 H 0.016 4.797 -0.248
32 H 1.162 0.228 -4.284
33 H -4.004 -0.650 3.431
34 H 5.226 -1.486 -2.204
35 H 0.195 1.099 2.789
36 H -0.049 1.916 1.218
37 H 0.121 -1.820 -0.726
38 H 2.527 -1.896 -0.056

Atomic forces in eV per Å
Au -0.219 0.178 0.531
S 0.323 -1.055 -0.264
O -0.600 -0.020 -0.146
O -0.042 0.133 0.104
O 0.169 -0.073 -0.292
O -0.180 -0.120 -0.141
O 0.091 0.289 -0.004
O 0.478 -0.658 0.429
N 0.339 0.506 -0.913
N 0.053 0.083 0.123
N 0.161 0.293 -0.061
C 0.019 -0.062 0.074
C 0.202 -0.014 -0.079
C -0.100 -0.015 -0.013
C -0.199 -0.030 -0.230
C -0.081 0.040 -0.049
C 0.162 0.096 -0.132
C -0.623 -0.043 -0.044
C 0.323 1.501 -0.287
C -0.216 -0.266 0.801
C 0.108 0.042 -0.062
C -0.074 -0.052 0.069
C -0.071 -0.270 0.460
H -0.035 -0.004 0.047
H 0.082 0.069 0.050
H -0.094 0.050 0.016
H 0.027 -0.017 0.073
H -0.018 -0.008 0.069
H 0.096 0.002 0.008
H 0.044 0.045 -0.068
H -0.093 -0.317 -0.022
H 0.015 0.054 -0.133
H -0.025 0.008 -0.146
H 0.061 -0.043 -0.025
H -0.028 -0.120 0.015
H -0.035 -0.118 0.087
H -0.024 -0.039 0.062
H 0.006 -0.046 0.092

Formula: C23H31N3O2
Source: the Open Molecules 2025 dataset
Level of theory: wB97M-V/def2-TZVPD

Properties
Charge: 0
Molecular weight in Da: 381.5
Kohn-Sham gap in eV: 10.02
Structure (SMILES): c1ccncc1.c1ccncc1.c1ccncc1.C1CCOC1.C1CCOC1
ΔE to the lowest compared entry with this formula, charge and spin in kcal per mole: 136.6

Geometry (Å):
1 O 3.579 -23.944 -7.859
2 O 1.908 -31.951 -11.195
3 N 7.391 -30.749 -2.357
4 N -3.849 -29.112 -8.393
5 N 1.569 -39.298 -17.032
6 C 6.051 -30.858 -2.527
7 C 0.716 -39.726 -18.008
8 C -3.307 -28.136 -9.190
9 C -4.141 -30.338 -8.825
10 C -3.419 -29.694 -11.002
11 C 5.713 -24.847 -7.203
12 C 4.402 -24.163 -9.020
13 C 5.807 -24.160 -8.493
14 C -3.154 -28.441 -10.552
15 C 2.587 -40.046 -19.599
16 C 1.217 -40.197 -19.251
17 C 2.197 -33.490 -9.617
18 C 2.031 -32.173 -8.864
19 C 1.614 -33.293 -11.034
20 C 5.384 -32.069 -2.235
21 C 2.870 -39.071 -17.369
22 C 4.300 -24.452 -6.745
23 C 3.437 -39.465 -18.603
24 C 8.070 -31.856 -2.073
25 C 6.096 -33.181 -1.935
26 C 7.489 -33.107 -1.804
27 C 2.035 -31.176 -10.014
28 C -3.923 -30.643 -10.127
29 H 6.619 -24.665 -6.625
30 H 1.787 -34.400 -9.179
31 H 1.134 -31.938 -8.291
32 H 2.994 -30.678 -10.154
33 H 3.268 -33.631 -9.767
34 H 3.498 -38.572 -16.645
35 H 5.979 -23.096 -8.327
36 H 1.241 -30.435 -9.926
37 H 4.343 -32.089 -2.523
38 H -3.109 -27.192 -8.705
39 H -2.828 -27.697 -11.264
40 H 0.587 -40.673 -19.988
41 H 0.531 -33.412 -11.045
42 H 6.518 -24.553 -9.219
43 H -4.043 -31.636 -10.534
44 H 8.001 -34.022 -1.545
45 H -0.314 -40.003 -17.835
46 H 4.184 -25.095 -9.541
47 H 5.811 -25.916 -7.393
48 H 4.473 -39.444 -18.907
49 H 5.530 -29.976 -2.872
50 H 5.660 -34.131 -1.664
51 H -3.229 -29.884 -12.048
52 H 3.811 -25.370 -6.421
53 H 2.968 -40.500 -20.502
54 H 2.080 -33.957 -11.762
55 H 2.868 -31.996 -8.188
56 H -4.705 -30.951 -8.139
57 H 9.148 -31.829 -2.009
58 H 4.161 -23.365 -9.722
59 H 4.212 -23.798 -5.877

Atomic forces in eV per Å
O 0.787 -0.064 -0.398
O 0.077 1.651 -2.517
N -0.845 0.009 -0.768
N 0.719 1.793 0.634
N -0.319 0.782 -1.357
C 1.377 -1.371 1.089
C 2.752 -1.522 -0.654
C -1.426 -3.034 0.021
C -0.347 1.844 0.271
C -0.151 -0.447 -0.070
C 0.633 -0.944 0.369
C -0.838 0.123 -0.248
C 0.060 1.764 -1.800
C 0.515 1.894 0.851
C -0.970 0.184 2.769
C 1.195 0.953 -0.119
C -0.290 -1.336 -0.172
C -0.015 0.568 0.066
C -0.189 0.338 2.520
C -0.586 2.111 -1.917
C -0.723 -0.868 -1.215
C -0.304 -1.278 1.042
C -1.703 -0.745 -1.240
C -0.080 -1.308 0.708
C 1.468 -1.080 1.279
C -1.185 0.975 -0.638
C 0.728 -0.443 -0.483
C 0.650 -1.349 -1.889
H -0.507 0.551 0.690
H 0.085 0.134 0.458
H -0.234 -0.951 0.063
H -0.029 0.334 0.339
H 0.077 -0.178 0.148
H -0.074 -0.187 0.333
H 0.661 0.109 0.036
H -0.091 -0.007 -0.155
H -0.285 -0.237 0.511
H 0.098 0.060 -0.181
H 0.169 0.197 0.072
H -0.390 0.064 0.132
H -0.243 -0.409 -0.067
H 0.102 0.016 0.157
H -0.388 -0.213 0.203
H 0.499 0.276 -0.031
H -0.135 0.567 0.767
H -0.340 -0.400 0.227
H -0.549 -0.275 0.105
H 0.262 0.521 0.687
H -0.080 0.063 0.110
H -0.482 -0.020 -0.316
H -0.149 -0.393 -0.026
H -0.206 -0.174 0.092
H 0.108 0.254 -0.103
H 0.093 0.393 -0.184
H 0.015 -0.086 -0.017
H 0.328 -0.360 0.115
H 0.196 0.583 -0.031
H 0.197 0.088 0.018
H 0.301 0.481 -0.290

Question: Number 1 is which compound?
Answer: C18H29N3OS2